Here is a molecular structure, C33H38BrCl2N5O2SW in a non-equilibrium geometry from OMol25. Energies are from the ωB97M-V functional and the def2-TZVPD basis.

The calculation puts the HOMO energy (spin up / spin down) at -11.92 / -12.03 eV. The LUMO energy (spin up / spin down) is -6.18 / -6.19 eV. For the relative energy (zero: lowest compared OMol25 entry of this formula, charge and spin), the calculation gives 15.526 eV. The maximum force comes out at 1.30 eV/A. For the HOMO-LUMO gap (spin up / spin down), the calculation gives 5.74 / 5.84 eV.

The geometry in ORCA input format:
```
! wB97M-V def2-TZVPD RIJCOSX def2/J DEFGRID3
* xyz 2 1
W 0.039 -0.658 0.260
O -3.334 2.714 2.280
C -2.861 1.952 3.284
C -2.684 2.635 4.492
C -2.178 1.991 5.592
C -1.787 0.645 5.524
C -1.891 -0.005 4.328
C -2.452 0.598 3.169
C -2.367 -0.117 1.930
O 0.075 1.146 1.088
N -3.329 0.149 1.034
N -3.021 -0.253 -0.309
C -1.721 0.501 -0.645
C -1.756 1.030 -2.058
Br -0.214 2.071 -2.450
C -2.744 1.110 -2.948
C -4.157 0.663 -2.782
C -4.651 -0.492 -3.382
C -5.977 -0.865 -3.203
C -6.828 -0.087 -2.430
C -6.359 1.088 -1.857
C -5.034 1.466 -2.040
H -3.519 2.202 1.489
H -2.980 3.674 4.531
H -2.075 2.534 6.523
H -1.398 0.145 6.399
H -1.580 -1.037 4.248
H -1.922 -4.045 2.713
H -4.322 0.257 1.230
H -1.772 1.399 -0.033
H -2.542 1.674 -3.852
H -3.998 -1.079 -4.015
H -6.355 -1.758 -3.686
H -7.862 -0.378 -2.301
H -7.028 1.723 -1.292
H -4.672 2.402 -1.625
Cl -1.153 -2.993 2.317
C -0.282 -3.965 1.206
Cl 1.043 -3.164 0.502
H -0.197 -4.988 1.549
H -0.857 -2.760 3.667
C -2.967 -1.743 -0.456
C -2.090 -2.188 -1.590
C -2.567 -3.043 -2.595
C -1.693 -3.495 -3.545
C -0.359 -3.041 -3.543
C 0.584 -3.417 -4.530
C 1.851 -2.911 -4.486
C 2.229 -2.005 -3.471
C 1.347 -1.639 -2.491
S 1.758 -0.490 -1.212
C 0.037 -2.170 -2.506
N -0.827 -1.817 -1.502
H -3.988 -2.116 -0.519
H -3.767 0.112 -0.929
H -2.453 -2.110 0.430
H -3.606 -3.339 -2.599
H -2.019 -4.184 -4.314
H 0.281 -4.099 -5.313
H 2.575 -3.187 -5.240
H 3.228 -1.588 -3.473
C 2.845 2.738 5.058
C 3.311 2.659 3.613
N 2.234 2.245 2.705
C 1.347 3.335 2.266
C 1.687 3.821 0.867
C 2.115 0.969 2.309
C 3.164 -0.033 2.703
N 1.146 0.447 1.623
H 3.659 3.070 5.702
H 2.507 1.762 5.411
H 2.021 3.444 5.169
H 4.155 1.981 3.522
H 3.663 3.632 3.268
H 1.483 4.141 2.986
H 0.310 3.019 2.335
H 2.735 4.116 0.803
H 1.076 4.688 0.612
H 1.495 3.042 0.131
H 4.137 0.246 2.300
H 2.893 -1.007 2.304
H 3.251 -0.106 3.787
H -0.012 -1.564 1.897
*
```

Here is a single C5H8Si molecule in a non-equilibrium geometry from OMol25. Energies are from the ωB97M-V functional and the def2-TZVPD basis.

Its structure (SMILES) is C#C/C=C\[SiH2]C. The calculation puts the HOMO energy at -9.26 eV. The LUMO energy is 0.40 eV. For the relative energy (zero: lowest compared OMol25 entry of this formula, charge and spin), the calculation gives 1.831 eV. The maximum force comes out at 3.16 eV/A. For the HOMO-LUMO gap, the calculation gives 9.66 eV.

The geometry in ORCA input format:
```
! wB97M-V def2-TZVPD RIJCOSX def2/J DEFGRID3
* xyz 0 1
C 3.535 1.752 -0.069
C 2.591 1.011 -0.084
C 1.860 -0.144 0.092
C 0.637 -0.693 -0.103
Si -1.087 0.097 -0.419
C -2.332 -0.173 0.986
H 4.027 2.650 0.042
H 2.638 -0.805 0.443
H 0.479 -1.772 0.249
H -1.553 -0.570 -1.680
H -0.994 1.580 -0.394
H -2.322 0.597 1.811
H -3.412 -0.182 0.603
H -2.183 -1.159 1.311
*
```

Here is a molecular structure, C52H62ClLaN2O2P3Si2 from OMol25. Energies are from the ωB97M-V functional and the def2-TZVPD basis.

The calculation puts the HOMO energy at -4.11 eV. The LUMO energy is 2.45 eV. For the relative energy (zero: lowest compared OMol25 entry of this formula, charge and spin), the calculation gives 0.000 eV. The maximum force comes out at 0.92 eV/A. For the HOMO-LUMO gap, the calculation gives 6.56 eV.

The geometry in ORCA input format:
```
! wB97M-V def2-TZVPD RIJCOSX def2/J DEFGRID3
* xyz -1 1
La 0.361 -0.111 0.045
C 1.356 0.707 -5.349
Si 1.144 -0.396 -3.855
C 2.820 -1.033 -3.381
C 0.127 -1.849 -4.427
N 0.394 0.324 -2.491
P -0.429 1.721 -2.357
C -0.884 2.063 -0.789
P -2.264 1.675 0.051
N -2.731 0.126 0.120
Si -4.241 -0.655 0.321
C -5.556 0.002 -0.849
C -4.029 -2.477 -0.047
C -5.002 -0.635 2.033
C -3.692 2.781 -0.301
C -4.732 2.913 0.620
C -5.831 3.719 0.352
C -5.906 4.408 -0.853
C -4.869 4.302 -1.771
C -3.766 3.501 -1.489
C -1.853 2.179 1.780
C -0.950 3.223 1.989
C -0.565 3.578 3.276
C -1.080 2.896 4.374
C -1.979 1.854 4.179
C -2.357 1.501 2.885
C 0.658 3.127 -2.834
C 2.039 3.019 -2.715
C 2.859 4.124 -2.917
C 2.307 5.352 -3.255
C 0.926 5.475 -3.366
C 0.114 4.372 -3.146
C -1.722 1.660 -3.665
C -2.841 0.854 -3.420
C -3.835 0.694 -4.374
C -3.727 1.340 -5.602
C -2.622 2.136 -5.863
C -1.624 2.291 -4.902
H 2.134 0.266 -5.984
H 0.436 0.772 -5.939
H 1.668 1.721 -5.089
H 3.264 -1.596 -4.212
H 3.494 -0.204 -3.133
H 2.769 -1.692 -2.511
H 0.537 -2.270 -5.352
H 0.107 -2.651 -3.678
H -0.905 -1.536 -4.634
H -5.122 0.603 -1.654
H -6.098 -0.837 -1.301
H -6.282 0.636 -0.331
H -3.846 -2.663 -1.111
H -3.192 -2.909 0.514
H -4.938 -3.020 0.239
H -5.234 0.365 2.407
H -5.944 -1.195 1.975
H -4.364 -1.143 2.765
H -4.677 2.393 1.570
H -6.625 3.812 1.084
H -6.764 5.035 -1.069
H -4.911 4.847 -2.706
H -2.944 3.445 -2.191
H -0.507 3.701 1.124
H 0.161 4.369 3.419
H -0.764 3.162 5.377
H -2.371 1.303 5.027
H -3.018 0.662 2.733
H 2.482 2.072 -2.430
H 3.931 4.023 -2.798
H 2.947 6.213 -3.414
H 0.483 6.433 -3.611
H -0.964 4.491 -3.191
H -2.949 0.369 -2.456
H -4.696 0.074 -4.155
H -4.502 1.221 -6.350
H -2.528 2.636 -6.820
H -0.758 2.900 -5.131
C -1.717 -2.026 3.221
C -1.889 -3.512 3.050
C -2.828 -4.187 3.824
C -3.027 -5.557 3.700
C -2.272 -6.275 2.787
C -1.332 -5.614 2.005
C -1.128 -4.241 2.119
P 0.050 -3.339 1.033
C 0.407 -4.597 -0.264
C -0.600 -4.676 -1.234
C -0.516 -5.541 -2.313
C 0.610 -6.342 -2.449
C 1.613 -6.273 -1.495
C 1.538 -5.420 -0.389
C 2.678 -5.460 0.603
C 1.505 -3.080 2.080
C 1.609 -3.548 3.391
C 2.649 -3.148 4.213
C 3.592 -2.252 3.704
C 3.512 -1.798 2.403
C 2.482 -2.215 1.533
C 2.398 -1.746 0.155
H -2.395 -1.648 3.988
H -1.936 -1.495 2.289
H -0.696 -1.758 3.503
H -3.417 -3.620 4.538
H -3.768 -6.056 4.314
H -2.411 -7.344 2.676
H -0.751 -6.179 1.286
H -1.461 -4.024 -1.150
H -1.313 -5.574 -3.045
H 0.710 -7.014 -3.293
H 2.491 -6.902 -1.598
H 3.363 -6.264 0.329
H 2.333 -5.635 1.622
H 3.237 -4.522 0.620
H 0.849 -4.219 3.778
H 2.716 -3.508 5.232
H 4.402 -1.905 4.337
H 4.245 -1.095 2.024
H 2.118 -2.528 -0.558
H 3.290 -1.225 -0.190
O -1.319 -1.732 -1.471
H -1.162 -1.356 -2.348
H -2.036 -1.189 -1.075
O 0.572 0.158 2.762
H 1.364 0.693 2.545
H 0.017 0.733 3.307
Cl 2.351 1.686 0.873
*
```

Here is 2 unconnected molecules or ions with the total composition CH4Cl2SSi in a non-equilibrium geometry from OMol25. Energies are from the ωB97M-V functional and the def2-TZVPD basis.

The calculation puts the HOMO energy (spin up / spin down) at -8.87 / -7.88 eV. The LUMO energy (spin up / spin down) is -1.06 / -1.16 eV. For the relative energy (zero: lowest compared OMol25 entry of this formula, charge and spin), the calculation gives 4.524 eV. The maximum force comes out at 3.11 eV/A. For the HOMO-LUMO gap (spin up / spin down), the calculation gives 7.81 / 6.72 eV.

The geometry in ORCA input format:
```
! wB97M-V def2-TZVPD RIJCOSX def2/J DEFGRID3
* xyz 0 1
C -1.402 0.603 -0.077
Si 1.178 -1.140 -0.401
S 2.069 0.208 0.973
Cl -1.482 1.965 0.964
Cl -2.174 0.973 -1.600
H -1.874 -0.344 0.245
H 0.751 -2.202 0.424
H 1.910 -1.031 -1.645
H 1.023 0.970 1.117
*
```

Here is 2 unconnected molecules or ions with the total composition C18H38B2F8N2O3 in a non-equilibrium geometry from OMol25. Energies are from the ωB97M-V functional and the def2-TZVPD basis.

The calculation puts the HOMO energy at -4.95 eV. The LUMO energy is -0.98 eV. The maximum force comes out at 3.34 eV/A. For the HOMO-LUMO gap, the calculation gives 3.97 eV.

The geometry in ORCA input format:
```
! wB97M-V def2-TZVPD RIJCOSX def2/J DEFGRID3
* xyz 0 1
C -6.382 -2.058 2.654
B -6.514 -2.888 1.235
O -7.783 -2.889 0.509
B -5.204 -3.695 0.592
C -4.825 -5.103 1.389
C -3.212 -5.268 1.262
N -2.502 -4.957 2.533
C -5.353 -3.923 -1.057
C -5.247 -2.514 -1.848
O -3.911 -2.027 -1.605
C -3.753 -0.667 -1.998
C -2.527 0.077 -1.308
F -3.073 1.144 -0.537
F -1.795 0.716 -2.365
C -1.538 -0.856 -0.486
F -2.162 -1.489 0.609
F -1.064 -1.926 -1.292
C -0.218 -0.124 0.052
F 0.504 -1.123 0.772
F 0.641 0.331 -0.962
C -0.482 1.056 1.084
F 0.809 1.410 1.609
F -1.280 0.721 2.174
H -6.535 -0.949 2.380
H -7.224 -2.344 3.365
H -5.344 -2.160 3.110
H -7.800 -2.024 0.039
H -4.252 -2.968 0.768
H -5.021 -4.905 2.500
H -5.390 -5.999 0.976
H -2.922 -6.339 0.975
H -2.813 -4.589 0.445
H -2.596 -3.972 2.795
H -2.761 -5.591 3.294
H -4.467 -4.591 -1.377
H -6.327 -4.462 -1.283
H -5.448 -2.734 -2.962
H -6.076 -1.799 -1.516
H -4.718 -0.117 -1.690
H -3.675 -0.510 -3.133
H -0.842 1.986 0.520
C 2.994 3.747 0.687
C 4.466 3.416 0.820
N 4.888 2.118 0.122
C 4.114 0.963 0.767
C 6.360 1.816 0.422
C 7.383 2.797 -0.125
C 4.545 2.070 -1.382
C 5.052 3.221 -2.255
O 4.499 4.461 -1.849
C 5.353 5.576 -2.085
H 2.358 3.004 1.167
H 2.793 4.701 1.178
H 2.670 3.851 -0.350
H 4.712 3.288 1.879
H 5.086 4.223 0.444
H 4.296 0.987 1.842
H 4.480 0.028 0.340
H 3.054 1.075 0.550
H 6.567 0.815 0.033
H 6.446 1.782 1.511
H 7.627 2.569 -1.163
H 8.319 2.680 0.425
H 7.084 3.841 -0.040
H 3.456 2.035 -1.437
H 4.942 1.122 -1.752
H 4.710 3.033 -3.280
H 6.138 3.254 -2.295
H 6.117 5.373 -2.839
H 5.835 5.852 -1.142
H 4.740 6.417 -2.413
*
```

Question: Which value of maximum force does entry 1 give?
Answer: 1.30 eV/A

Question: Which of these has the highest maximum force?
Answer: C18H38B2F8N2O3

Question: The lowest maximum force belongs to which entry?
Answer: C52H62ClLaN2O2P3Si2

Repeat the second record exactly.
Here is a single C5H8Si molecule in a non-equilibrium geometry from OMol25. Energies are from the ωB97M-V functional and the def2-TZVPD basis.

Its structure (SMILES) is C#C/C=C\[SiH2]C. The calculation puts the HOMO energy at -9.26 eV. The LUMO energy is 0.40 eV. For the relative energy (zero: lowest compared OMol25 entry of this formula, charge and spin), the calculation gives 1.831 eV. The maximum force comes out at 3.16 eV/A. For the HOMO-LUMO gap, the calculation gives 9.66 eV.

The geometry in ORCA input format:
```
! wB97M-V def2-TZVPD RIJCOSX def2/J DEFGRID3
* xyz 0 1
C 3.535 1.752 -0.069
C 2.591 1.011 -0.084
C 1.860 -0.144 0.092
C 0.637 -0.693 -0.103
Si -1.087 0.097 -0.419
C -2.332 -0.173 0.986
H 4.027 2.650 0.042
H 2.638 -0.805 0.443
H 0.479 -1.772 0.249
H -1.553 -0.570 -1.680
H -0.994 1.580 -0.394
H -2.322 0.597 1.811
H -3.412 -0.182 0.603
H -2.183 -1.159 1.311
*
```